1.
ORCA calculation (wB97M-V/def2-TZVPD) on a molecular structure, C16H40BBr3CaF7MgN2O10PSi2 in a non-equilibrium geometry.

Computed properties:
* E: -319420.1708 eV
* max |F|: 9.31 eV Å⁻¹

ORCA input file:
```
! RIJCOSX wB97M-V def2-TZVPD def2/J DEFGRID3
* xyz 2 1
O -1.79514 -2.82519 4.57645
N -3.06621 -3.02911 4.00789
B -4.20343 -2.26637 4.69946
O -4.06688 -0.92270 5.04858
O -5.43043 -2.90608 4.95807
H -1.80097 -2.07402 5.22573
H -3.24681 -4.04843 3.98299
H -3.00544 -2.66189 3.02982
H -4.21481 -0.41132 4.21745
H -5.45985 -3.75283 4.47816
C -2.34079 1.00973 0.77493
C -2.98363 -0.15277 1.50825
O -3.94233 0.31413 2.47330
O -1.74309 1.88264 1.67147
H -1.58593 0.65007 0.07383
H -3.08047 1.61098 0.22391
H -2.22261 -0.70075 2.07079
H -3.47965 -0.83555 0.81059
H -4.70223 0.67044 1.99943
H -2.33608 1.94102 2.43274
F -2.87861 3.82574 1.35602
Ca 0.31194 -3.27657 3.67243
O 3.12854 0.84592 0.04297
Si 1.49268 1.09044 0.15816
C 0.79186 1.65506 -1.48558
C 1.11026 2.39031 1.45107
C 0.62078 -0.50131 0.65159
Si 4.51591 1.69247 -0.32122
C 6.01860 0.58410 -0.19990
C 4.74084 3.12567 0.86664
C 4.42450 2.37395 -2.06866
H 1.19191 2.63478 -1.75706
H -0.29753 1.73295 -1.43505
H 1.04872 0.94784 -2.27839
H 1.55398 2.12207 2.41433
H 0.02996 2.49322 1.58760
H 1.50691 3.36218 1.15094
H 0.98335 -0.85839 1.62469
H 0.79121 -1.28651 -0.08995
H -0.45648 -0.33072 0.72790
H 6.12519 0.18250 0.81061
H 6.92231 1.14775 -0.44066
H 5.94265 -0.25364 -0.89701
H 3.93490 3.85526 0.75538
H 5.68804 3.63409 0.67373
H 4.74524 2.77268 1.90046
H 3.62391 3.11240 -2.15996
H 4.23547 1.57339 -2.78830
H 5.37494 2.86029 -2.33135
F -1.89486 -0.40718 -2.56056
P -3.41675 -0.21099 -3.08855
F -4.20430 1.24768 -3.12131
F -2.55383 0.34503 -4.33519
F -3.78735 0.09938 -1.52281
F -3.62593 -1.77602 -2.72049
F -4.50383 -0.67422 -4.19647
C -6.29627 -1.42368 8.35057
O -4.98339 -0.92955 8.09506
H -6.43578 -1.49648 9.42693
H -7.04024 -0.73817 7.93790
H -6.41756 -2.41518 7.90489
H -4.87710 -0.87129 7.14364
C 3.95439 -3.23073 -6.11984
C 2.78814 -2.66509 -6.62272
C 1.59462 -2.79698 -5.92600
C 1.58347 -3.49452 -4.72386
C 2.74280 -4.06978 -4.21678
C 3.93144 -3.93548 -4.92128
N 0.33293 -3.61423 -3.97506
O -0.66283 -3.11604 -4.45521
O 0.36170 -4.20297 -2.90724
H 4.88541 -3.12129 -6.66381
H 2.81038 -2.11857 -7.55721
H 0.69194 -2.35339 -6.32527
H 2.73514 -4.61757 -3.28369
H 4.84173 -4.37709 -4.53509
O 7.11437 4.10262 -2.43800
H 6.59731 4.91685 -2.29719
Mg -5.21131 2.00159 -1.61615
C 1.29661 4.08031 -1.77558
Br 1.14582 5.44192 -3.14239
Br 2.88998 4.31639 -0.69848
Br -0.29896 3.97686 -0.68268
H 1.39695 3.12793 -2.28531
*
```

2.
ORCA calculation (wB97M-V/def2-TZVPD) on a molecular structure, C16H41N3NaO5 in a non-equilibrium geometry.

Computed properties:
* E: -36374.6139 eV
* max |F|: 2.41 eV Å⁻¹
* relative energy (zero: lowest compared OMol25 entry of this formula, charge and spin): 142.8 kJ/mol

ORCA input file:
```
! RIJCOSX wB97M-V def2-TZVPD def2/J DEFGRID3
* xyz 1 1
Na 0.38408 0.31264 0.83259
C -1.64821 0.62275 3.48809
O -1.25991 1.42199 2.39748
C -0.78738 2.68704 2.79341
C -0.30560 3.46380 1.55478
N 0.83153 2.81394 0.88809
C 2.09754 2.83341 1.68568
C 2.46627 1.56157 2.45084
O 2.61867 0.45507 1.57504
C 3.03953 -0.72196 2.23508
H -2.45917 1.08712 4.04927
H -0.83656 0.32370 4.16994
H -1.93722 -0.37000 3.13085
H 0.00681 2.68244 3.53988
H -1.63158 3.32248 3.09212
H -0.13861 4.51054 1.84984
H -1.09987 3.57826 0.81119
H 1.05533 3.45561 0.13040
H 2.08542 3.68456 2.37034
H 2.93811 2.92836 0.99661
H 1.85863 1.36589 3.34439
H 3.46068 1.76287 2.87487
H 3.46831 -1.39499 1.49298
H 2.22867 -1.25537 2.74169
H 3.83566 -0.50033 2.95187
C -4.17851 2.26934 -3.52699
O -3.31580 1.82334 -2.49186
C -2.21127 1.10956 -2.97529
C -1.40312 0.55113 -1.82096
N -0.01379 0.99774 -1.62699
C 0.80170 0.42916 -2.71440
C 2.29358 0.67792 -2.51291
O 2.80253 -0.31998 -1.64701
C 4.16502 -0.05634 -1.35169
H -4.62176 1.37856 -3.99544
H -3.59024 2.86380 -4.23166
H -5.01563 2.82779 -3.11812
H -1.65094 1.65591 -3.74734
H -2.60823 0.25154 -3.54901
H -1.49232 -0.52982 -1.73246
H -1.96969 0.84521 -0.92283
H 0.04346 2.00287 -1.75418
H 0.56784 0.91512 -3.67328
H 0.60968 -0.62866 -2.88706
H 2.50949 1.67490 -2.11455
H 2.79241 0.62881 -3.48581
H 4.24499 0.98618 -1.02457
H 4.83032 -0.23715 -2.19713
H 4.48198 -0.67056 -0.51062
C 1.01822 -2.85452 -0.42218
C -0.47926 -2.84067 -0.23113
C -1.09469 -4.22588 -0.00616
O -2.48659 -4.09912 -0.22716
C -3.30493 -5.11761 0.35113
N -0.80968 -1.95371 0.92430
H 1.26045 -3.54553 -1.23114
H 1.58182 -3.09053 0.48396
H 1.40617 -1.87523 -0.71469
H -0.97254 -2.43296 -1.11212
H -0.90964 -4.69479 0.96259
H -0.70509 -4.83239 -0.83967
H -3.20994 -5.23072 1.43351
H -3.02672 -6.04782 -0.15449
H -4.31549 -4.81300 0.09650
H -1.81865 -2.00196 1.08230
H -0.47624 -2.42133 1.76927
*
```

3.
ORCA calculation (wB97M-V/def2-TZVPD) on a molecular structure, C16H41N3O5Sr in a non-equilibrium geometry.

Computed properties:
* E: -32787.7425 eV
* max |F|: 1.91 eV Å⁻¹
* relative energy (zero: lowest compared OMol25 entry of this formula, charge and spin): 0.0 kJ/mol

ORCA input file:
```
! RIJCOSX wB97M-V def2-TZVPD def2/J DEFGRID3
* xyz 2 1
Sr 0.19805 0.38709 0.48001
C 3.47401 0.62573 1.91764
O 2.76412 0.07258 0.82313
C 3.62220 0.07469 -0.33049
C 2.88331 -0.51248 -1.53608
N 1.49651 0.01158 -1.65539
C 1.03100 -0.44868 -2.99836
C 0.78668 0.68129 -3.98554
O -0.33311 1.49619 -3.61286
C -0.25201 2.80653 -4.18410
H 2.94134 0.47811 2.85970
H 3.73441 1.67548 1.77474
H 4.41049 0.10288 2.14843
H 4.50062 -0.54763 -0.16115
H 3.90156 1.11282 -0.52706
H 2.98095 -1.59459 -1.46755
H 3.43087 -0.18519 -2.42456
H 1.57978 1.02299 -1.74435
H 0.08467 -0.98230 -2.92493
H 1.70810 -1.12504 -3.51892
H 0.39777 0.27512 -4.92768
H 1.72546 1.18125 -4.24765
H -0.17593 2.67937 -5.26967
H 0.62621 3.35887 -3.83970
H -1.15227 3.37232 -3.95769
C 1.82942 -2.77484 1.67746
O 0.62466 -2.00940 1.51313
C -0.40303 -2.60811 2.31330
C -1.72351 -1.84583 2.26783
N -1.64177 -0.38563 2.33016
C -1.13865 0.09773 3.61787
C -1.10034 1.63356 3.56884
O 0.11016 2.00168 2.88570
C 0.73110 3.16964 3.41088
H 2.68456 -2.21307 1.31379
H 1.68863 -3.67435 1.07165
H 2.05323 -3.02748 2.71472
H -0.01641 -2.71076 3.33340
H -0.59577 -3.62460 1.95331
H -2.41714 -2.27912 2.99676
H -2.14984 -2.19074 1.31929
H -2.60610 -0.06495 2.34183
H -0.20085 -0.29942 4.01169
H -1.79138 -0.19043 4.45807
H -1.09994 1.99701 4.59743
H -1.91926 2.10216 3.01538
H 0.29082 4.06369 2.95649
H 1.75532 3.16561 3.02175
H 0.80792 3.25263 4.49347
C -3.97218 0.83024 -1.86519
C -2.87263 0.34720 -0.91116
C -2.40752 -0.99880 -1.48708
O -1.15277 -1.33740 -0.88608
C -0.83168 -2.68870 -1.22266
N -1.78257 1.35469 -0.92569
H -3.52553 1.08451 -2.82430
H -4.46387 1.70249 -1.43381
H -4.71343 0.04148 -2.01002
H -3.20030 0.24321 0.12254
H -2.25996 -0.86348 -2.56177
H -3.19920 -1.72370 -1.29404
H -0.76094 -2.85248 -2.30001
H -1.61958 -3.33090 -0.82015
H 0.10239 -3.06335 -0.80529
H -1.26294 1.38043 -1.80625
H -2.21393 2.27060 -0.84317
*
```

4.
ORCA calculation (wB97M-V/def2-TZVPD) on a molecular structure, C16H42AsF6N3O7Zn in a non-equilibrium geometry.

Computed properties:
* E: -161642.3092 eV
* max |F|: 2.07 eV Å⁻¹
* relative energy (zero: lowest compared OMol25 entry of this formula, charge and spin): 0.0 kJ/mol

ORCA input file:
```
! RIJCOSX wB97M-V def2-TZVPD def2/J DEFGRID3
* xyz 0 1
Zn -0.27018 -0.59311 -0.51564
O 1.17173 -0.16005 0.69010
H 1.62921 -0.21382 1.52282
As -2.51510 -1.63957 -3.46165
F -2.26204 -3.34002 -3.47871
F -1.09703 -1.40516 -4.41877
F -2.72321 0.07593 -3.38306
F -3.87638 -1.85202 -2.42048
F -1.51113 -1.55038 -1.99897
F -3.46050 -1.75463 -4.88045
C 2.43123 3.11198 2.33071
C 2.18051 3.46677 0.84428
C 3.00714 4.66063 0.43707
O 4.36444 4.45010 0.81069
C 5.14695 5.60596 0.64679
N 2.35002 2.32948 -0.05622
H 2.19379 2.06421 2.51002
H 1.84965 3.77184 2.97585
H 3.49211 3.22034 2.55426
H 1.12753 3.77225 0.80248
H 2.63685 5.57916 0.91410
H 2.99192 4.84235 -0.64580
H 5.06480 6.29634 1.49161
H 4.91699 6.12479 -0.29188
H 6.18280 5.27413 0.55786
H 1.85057 1.48333 0.28661
H 3.33407 2.06588 -0.05058
C -1.26010 1.83150 1.91379
C -1.80792 0.42416 1.84349
C -3.08698 0.30566 2.63526
O -3.55153 -1.00986 2.51626
C -4.79115 -1.23307 3.15175
N -2.01600 0.02586 0.43645
H -2.03710 2.60196 1.92096
H -0.54587 2.03265 1.11596
H -0.67612 2.00436 2.82218
H -1.08806 -0.24963 2.30789
H -3.83248 1.04404 2.28597
H -2.94280 0.63741 3.67723
H -5.32010 -2.09235 2.74601
H -5.48801 -0.38713 3.11890
H -4.60434 -1.42853 4.21866
H -2.55839 0.76055 -0.01640
H -2.65955 -0.76814 0.50392
C 1.42747 1.84232 -3.67321
C 0.80832 0.64685 -2.96650
C 1.80134 -0.37526 -2.50094
O 1.11421 -1.42336 -1.85363
C 1.86345 -2.61427 -1.71408
N -0.03589 1.12711 -1.79087
H 0.69179 2.57599 -4.00672
H 2.06260 1.60557 -4.52817
H 2.05855 2.37936 -2.95161
H 0.01436 0.27701 -3.61540
H 2.58471 0.05625 -1.86064
H 2.38984 -0.74187 -3.35215
H 1.17262 -3.36798 -1.35162
H 2.63775 -2.40537 -0.96607
H 2.34799 -2.93701 -2.63521
H 0.59403 1.76610 -1.28465
H -0.74133 1.72017 -2.21911
C -2.06108 -5.72666 -0.73335
C -2.51799 -4.59037 0.15555
O -1.57216 -4.43606 1.23605
C -0.73145 -3.42624 1.24149
O -0.64203 -2.51599 0.44226
O 0.04182 -3.55430 2.29459
C 1.02377 -2.55080 2.55147
H -2.78395 -5.89294 -1.53165
H -1.99810 -6.66308 -0.17753
H -1.13337 -5.50965 -1.26108
H -3.46916 -4.86627 0.60928
H -2.69255 -3.70035 -0.44323
H 1.48889 -2.77215 3.50769
H 0.56727 -1.56673 2.66863
H 1.74802 -2.54617 1.73910
*
```

5.
ORCA calculation (wB97M-V/def2-TZVPD) on a molecular structure, C16H42ClF6NO15S2Y in a non-equilibrium geometry.

Computed properties:
* expectation value of S²: 0.75
* E: -101004.6257 eV
* max |F|: 6.91 eV Å⁻¹

ORCA input file:
```
! RIJCOSX wB97M-V def2-TZVPD def2/J DEFGRID3
* xyz 0 2
Y 6.68675 8.76205 26.13512
Cl 7.40077 11.87958 23.38027
O 6.26717 12.68692 23.57012
O 8.61654 12.63459 23.58636
O 7.41576 10.82083 24.33247
O 7.33405 11.27079 22.10497
C 3.24852 11.53344 26.66471
F 3.95455 12.56769 26.15469
F 2.26156 11.99213 27.43394
F 2.75392 10.78377 25.70727
S 4.39805 10.42503 27.76722
O 4.12320 10.78827 29.16812
O 4.18461 9.03107 27.45745
N 6.05835 10.67159 27.13893
S 6.45194 11.88740 28.11636
O 5.49832 12.97995 28.36107
O 7.17983 11.40746 29.29702
C 7.80242 12.89436 27.17756
F 8.55091 13.57095 28.08264
F 8.62284 12.10224 26.62363
F 7.25663 13.70929 26.31115
C 10.20677 14.07711 20.34138
C 10.34375 14.88845 21.56125
O 10.56050 16.18947 21.07932
H 10.16038 13.00491 20.53199
H 11.03416 14.30302 19.66872
H 9.22896 14.23634 19.88682
H 11.19160 14.61798 22.19061
H 9.39723 14.79745 22.09409
H 10.18298 16.81874 21.69827
C 3.59430 12.16954 21.15252
C 4.01180 11.47444 19.88447
O 5.39940 11.69632 19.66272
H 2.56942 11.92056 21.42770
H 3.61717 13.25921 21.16672
H 4.15353 11.78955 22.00748
H 3.51185 11.83450 18.98530
H 3.85825 10.39747 19.95264
H 5.81480 11.60204 20.52304
C 12.72118 10.87330 21.05058
C 11.40205 10.97480 21.84435
O 11.52745 12.13551 22.63374
H 13.60946 10.86675 21.68226
H 12.87485 11.76742 20.44640
H 12.74633 9.97798 20.42939
H 11.19074 10.13873 22.51101
H 10.53608 10.99616 21.18274
H 10.69350 12.16669 23.10824
C 8.71860 8.12129 22.08533
C 7.37716 7.80220 22.75560
O 7.60146 7.59627 24.16389
H 9.25433 8.91760 22.60204
H 8.61396 8.40519 21.03816
H 9.39213 7.27005 21.98612
H 6.97682 6.92587 22.24582
H 6.65805 8.60925 22.61541
H 8.35074 6.99925 24.10267
C 10.49326 15.01100 25.45747
C 11.60176 15.96056 25.77902
O 12.67413 15.21847 26.26361
H 10.72895 14.32648 24.64262
H 9.60375 15.61809 25.28919
H 10.34672 14.38546 26.33800
H 11.29576 16.56179 26.63517
H 11.89886 16.58071 24.93330
H 13.01253 14.73788 25.50458
C 10.97746 10.41719 25.71840
C 10.06579 9.21534 25.74516
O 8.92303 9.41519 26.57856
H 11.99011 10.20245 25.37702
H 11.19482 10.75758 26.73082
H 10.55764 11.20576 25.09389
H 10.66608 8.37142 26.08507
H 9.75373 9.04546 24.71469
H 9.35628 9.72265 27.37816
C 5.87060 17.67114 24.23737
C 5.99824 16.16948 24.08152
O 7.37328 15.87180 23.93183
H 6.33499 18.07530 25.13687
H 4.80592 17.88403 24.14124
H 6.34695 18.18630 23.40322
H 5.50256 15.70049 23.23154
H 5.61366 15.73218 25.00291
H 7.46348 14.93594 23.73784
*
```

6.
ORCA calculation (wB97M-V/def2-TZVPD) on 8 unconnected molecules or ions with the total composition C16H42N2O6S6 in a non-equilibrium geometry.

Computed properties:
* E: -97543.1287 eV
* max |F|: 1.82 eV Å⁻¹
* relative energy (zero: lowest compared OMol25 entry of this formula, charge and spin): 0.0 kJ/mol

ORCA input file:
```
! RIJCOSX wB97M-V def2-TZVPD def2/J DEFGRID3
* xyz 0 1
C -6.19098 0.25970 -1.49756
S -4.66634 0.24861 -0.50343
O -4.54210 -1.08588 0.20010
C -3.44566 0.29107 -1.83119
H -7.09071 0.43327 -0.90955
H -6.39695 -0.73186 -1.91797
H -6.07258 0.95863 -2.32326
H -2.77798 -0.55665 -1.68026
H -2.84083 1.18668 -1.94132
H -3.99550 0.17402 -2.76545
C -2.98589 1.11194 -5.76220
S -2.24246 2.44764 -4.68586
O -3.23583 2.85029 -3.61049
C -0.86897 1.44048 -4.05528
H -3.41549 0.49872 -4.97120
H -2.18646 0.65317 -6.33632
H -3.73518 1.48570 -6.45164
H -0.13611 2.06215 -3.54554
H -0.35717 0.97007 -4.89486
H -1.16688 0.63455 -3.37950
C -2.51403 1.99268 2.09046
S -3.94654 2.89909 2.87644
O -4.69292 3.68221 1.82876
C -5.09323 1.51314 3.20017
H -2.42315 1.09509 2.70055
H -1.67685 2.64377 2.33634
H -2.57427 1.78038 1.02889
H -5.51952 1.12427 2.27638
H -5.94086 1.94767 3.72813
H -4.55167 0.76569 3.77810
C 2.50581 -0.72237 4.15554
S 3.10930 -2.24847 4.93203
O 4.54179 -2.02446 5.33003
C 2.16354 -2.08548 6.46981
H 3.16456 -0.47668 3.32513
H 2.64790 0.14595 4.80598
H 1.48634 -0.75794 3.77974
H 2.38521 -2.89803 7.15264
H 1.11927 -2.17906 6.15125
H 2.31475 -1.09376 6.88882
C 4.53583 -0.61222 0.74886
S 5.30666 -1.72570 1.99033
O 5.55701 -2.98753 1.22459
C 6.85018 -0.79921 2.24293
H 3.73594 -1.18327 0.28270
H 5.24177 -0.33473 -0.03728
H 4.15767 0.31180 1.18273
H 6.78839 0.04472 2.92747
H 7.33655 -0.48389 1.31905
H 7.49802 -1.54032 2.71776
C 3.67545 -1.35914 -5.14617
S 3.68764 -0.29516 -3.65860
O 2.63003 0.78955 -3.86343
C 2.82945 -1.36870 -2.50896
H 4.20155 -0.78114 -5.91074
H 2.68325 -1.41818 -5.59874
H 4.15500 -2.31272 -4.95082
H 3.15283 -2.40980 -2.47038
H 1.79072 -1.43567 -2.85912
H 2.68760 -0.92610 -1.52530
C 0.65511 1.64131 -0.81452
C 1.25099 1.33409 0.46432
N 1.73073 1.05630 1.47050
H 0.74747 0.81605 -1.51504
H 1.11958 2.53088 -1.24315
H -0.40882 1.85038 -0.70673
C -2.20932 -1.65143 2.15862
C -1.50768 -1.17394 0.94197
N -0.99176 -0.80509 -0.01505
H -2.45618 -2.69362 1.98649
H -3.08728 -1.01322 2.22393
H -1.49974 -1.50027 2.96940
*
```